78
Properties=species:S:1:pos:R:3:forces:R:3:mulliken_charge:R:1 method="wB97M-V/def2-TZVPD" de_lowest_kj_mol=0.0 gap_ev=6.6 total_energy_ha=-2353.853879 total_charge=-1 fmax_ha_per_bohr=0.03460
Y 0.705466 -0.113342 -0.547770 0.4 1.0 1.4 0.387
C 1.920332 4.604550 0.341885 0.1 0.1 0.0 -1.701
C 1.898799 3.163098 -0.051283 0.8 -0.1 -0.1 0.608
N 0.846340 2.447163 -0.113596 -0.3 -0.3 -0.2 1.233
N -0.335560 3.029962 0.237548 -0.2 -0.2 -0.1 -1.253
C -1.360059 2.305698 -0.205745 0.0 0.3 0.3 0.281
O -1.320487 1.304786 -0.973787 0.7 -0.1 0.2 -0.596
C -2.684348 2.751189 0.346650 0.0 -0.2 -0.3 0.448
C -3.630665 1.764841 0.602803 -0.1 -0.1 0.1 0.497
C -4.869821 2.103660 1.134224 0.1 0.1 0.0 -0.897
C -5.175374 3.434897 1.393338 0.1 0.0 -0.1 -0.407
C -4.229451 4.424915 1.133920 0.0 -0.1 0.0 -0.618
C -2.982977 4.083551 0.620566 -0.1 -0.1 0.0 -0.391
C 3.183705 2.483157 -0.398193 -0.4 0.3 0.1 0.457
C 4.401169 3.132241 -0.272167 0.4 0.2 0.0 -0.849
C 5.570126 2.446957 -0.585082 -0.1 0.3 0.1 -0.452
C 5.492899 1.133873 -1.002915 0.0 -0.1 0.0 -1.076
C 4.233479 0.565058 -1.102747 -0.3 0.0 0.0 -0.493
N 3.114490 1.227368 -0.826088 -0.2 -0.7 -0.2 0.292
H 0.908887 4.943848 0.527904 -0.1 0.0 0.0 0.325
H 2.371220 5.212621 -0.449297 0.0 0.0 0.1 0.349
H 2.513788 4.748200 1.251682 0.0 0.0 -0.1 0.344
H -3.368673 0.728055 0.404535 0.0 0.3 0.1 -0.308
H -5.593764 1.326225 1.348171 0.0 0.0 0.0 0.418
H -6.146348 3.701756 1.797193 0.1 0.0 0.0 0.363
H -4.462968 5.463923 1.335971 0.0 0.0 0.0 0.370
H -2.231323 4.839141 0.428833 0.0 0.0 0.0 0.411
H 4.436034 4.157616 0.074548 0.0 -0.1 0.0 0.393
H 6.529996 2.939480 -0.494148 0.0 0.0 0.0 0.400
H 6.376270 0.555392 -1.246460 -0.1 0.1 0.0 0.412
H 4.111332 -0.468132 -1.410855 0.0 0.1 0.0 0.700
O 2.257344 -0.255265 1.229313 -0.3 0.2 -0.1 -0.131
N 2.262682 -1.104149 2.248711 -0.1 0.2 -0.1 0.055
C 2.560284 -0.594980 3.471044 -0.1 0.0 -0.3 -0.195
C 2.635007 -1.384652 4.576322 0.0 -0.1 0.1 -0.839
C 2.393766 -2.758681 4.417372 0.0 -0.1 0.0 -0.131
C 2.094107 -3.253939 3.178652 0.0 -0.1 -0.1 -0.934
C 2.007888 -2.429364 2.023687 -0.1 0.0 0.2 0.514
S 1.608328 -2.990735 0.478049 0.1 0.3 -0.2 -0.383
H 2.725357 0.471184 3.469785 0.0 0.0 -0.1 0.443
H 2.868131 -0.941356 5.535092 0.0 0.0 0.0 0.396
H 2.436763 -3.424868 5.273332 0.0 0.1 -0.1 0.350
H 1.892671 -4.305763 3.025527 0.0 0.0 0.0 0.402
C -4.221848 -3.015236 -1.086027 0.0 0.0 0.1 -0.971
N -2.959149 -2.459326 -1.515377 0.0 0.0 -0.2 0.244
C -3.085060 -1.049956 -1.835071 -0.1 -0.1 0.0 -0.639
C -1.834534 -2.735270 -0.623830 -0.1 0.0 0.1 -1.105
C -1.838438 -2.033757 0.723249 -0.1 -0.2 0.0 0.627
C -2.657839 -2.510956 1.746806 0.0 0.1 0.1 -0.529
C -2.667252 -1.893186 2.998302 0.1 0.1 -0.2 -0.788
C -1.834278 -0.800276 3.217916 -0.1 -0.1 -0.2 -0.933
C -1.005885 -0.355911 2.186597 -0.1 0.1 0.2 -0.283
C -0.978295 -0.944545 0.915653 -0.1 -0.1 0.3 1.507
H -4.950208 -2.929883 -1.898231 0.0 0.0 0.0 0.336
H -4.646902 -2.507593 -0.202006 0.0 0.0 0.0 0.285
H -4.103844 -4.075554 -0.845237 0.0 0.0 0.0 0.309
H -3.755014 -0.922292 -2.689213 0.0 0.0 0.0 0.467
H -2.115301 -0.630250 -2.098524 0.0 0.0 0.0 -0.075
H -3.475615 -0.450525 -0.998446 0.0 -0.2 -0.2 0.151
H -0.926551 -2.452005 -1.166235 0.1 0.0 0.0 -0.862
H -1.779846 -3.815631 -0.481202 0.0 -0.1 0.0 0.723
H -3.277905 -3.390867 1.580123 0.1 0.1 0.0 0.413
H -3.300723 -2.272912 3.792792 0.0 0.0 0.0 0.381
H -1.822656 -0.304506 4.183005 0.0 0.0 0.0 0.430
H -0.352571 0.492873 2.403865 0.0 0.0 0.0 0.186
C 2.798932 -0.481372 -4.062103 0.3 0.2 -0.1 -1.258
Si 1.337763 -1.195207 -3.068818 -0.1 -0.4 -0.8 0.843
C 1.746072 -3.047441 -3.066268 0.1 -0.4 0.0 -1.301
C -0.050870 -1.105583 -4.372717 -0.2 0.1 -0.2 -1.404
H 2.802855 -0.924705 -5.068541 0.0 0.1 0.1 0.389
H 3.767728 -0.706616 -3.594399 -0.2 0.0 -0.1 0.301
H 2.733051 0.612504 -4.169223 0.0 -0.2 0.0 0.307
H 1.887648 -3.411261 -4.096391 0.0 0.0 0.2 0.397
H 0.943468 -3.638549 -2.599904 0.2 0.1 -0.1 0.339
H 2.661315 -3.247402 -2.492433 -0.1 0.0 -0.1 0.251
H 0.283841 -1.581147 -5.308052 -0.1 0.1 0.1 0.401
H -0.325254 -0.064129 -4.597357 0.0 -0.2 0.0 0.299
H -0.961676 -1.620707 -4.039223 0.1 0.1 0.0 0.372



113
Properties=species:S:1:pos:R:3:forces:R:3:mulliken_charge:R:1 method="wB97M-V/def2-TZVPD" gap_ev=3.8 total_energy_ha=-2768.782575 total_charge=-1 fmax_ha_per_bohr=0.01363
C -3.724052 1.217322 -0.517500 -0.1 0.1 0.2 -0.798
C -4.917212 1.958299 0.104218 0.2 -0.4 -0.1 -0.231
C -6.150563 1.878197 -0.764118 0.2 0.5 0.1 -0.410
S -7.591008 1.099641 -0.047898 0.4 -0.5 -0.2 0.782
O -8.791807 1.673704 -0.595582 -0.6 0.3 -0.3 -0.648
O -7.482624 0.963794 1.379689 -0.1 0.0 0.6 -0.546
H -2.783519 1.705410 -0.231401 0.1 -0.2 -0.1 0.221
H -3.756871 1.244066 -1.615313 0.0 0.0 0.0 0.322
H -3.639091 0.154251 -0.217528 0.1 0.0 -0.1 0.205
H -5.144352 1.452208 1.041464 -0.1 0.2 0.1 -0.548
H -6.589985 2.846313 -1.051836 -0.1 -0.1 -0.1 0.312
H -5.979978 1.319053 -1.699045 -0.2 0.0 0.0 0.226
H -7.540732 -0.172508 -0.528894 0.1 -0.1 0.0 0.056
N -0.854367 1.662809 -3.517190 0.1 0.1 -0.1 0.122
C -0.201818 0.902119 -2.589528 0.0 0.1 0.0 -1.060
C 0.075543 -0.307291 -3.163128 0.2 -0.1 0.0 0.204
C -0.419466 -0.273236 -4.496260 0.0 0.0 0.0 -0.809
C -0.992567 0.957476 -4.682825 0.0 0.0 0.0 -0.424
H -1.202781 2.591936 -3.357492 -0.1 -0.1 0.1 0.236
H 0.000051 1.279564 -1.601817 -0.1 0.0 0.0 0.434
H 0.581204 -1.125737 -2.676652 0.0 0.0 0.0 0.538
H -0.373750 -1.062928 -5.228186 0.0 0.0 0.0 0.365
H -1.488037 1.385221 -5.537613 0.0 0.0 0.0 0.399
N -0.012401 5.518823 -3.648975 0.0 -0.1 0.0 0.033
C 0.287355 6.589739 -2.854716 0.0 0.0 0.0 -0.691
C -0.620778 7.577467 -3.125214 0.0 0.0 0.0 -0.141
C -1.504782 7.077218 -4.121719 0.0 0.1 0.0 -0.043
C -1.102814 5.804417 -4.423391 0.0 0.0 0.0 -0.880
H 0.496199 4.652343 -3.664487 0.0 0.0 0.0 0.220
H 1.114780 6.558888 -2.167220 0.0 0.0 0.0 0.372
H -0.644742 8.547989 -2.655834 0.0 0.0 0.0 0.377
H -2.342078 7.583960 -4.573283 0.0 -0.1 0.0 0.386
H -1.499823 5.084286 -5.118293 0.0 0.0 0.0 0.379
N 2.916778 -3.128781 -1.807362 0.0 -0.1 0.0 0.183
C 4.018424 -2.577047 -1.202147 0.0 0.0 -0.1 -1.190
C 3.726341 -2.414914 0.125159 0.1 -0.1 0.1 -0.456
C 2.405536 -2.894843 0.333327 0.0 0.1 0.1 0.127
C 1.933453 -3.324486 -0.876335 -0.1 0.0 -0.1 -0.999
H 2.831559 -3.336000 -2.785997 0.0 0.1 0.0 0.190
H 4.902967 -2.331493 -1.767644 0.0 0.1 0.0 0.604
H 4.385431 -1.992649 0.864887 0.0 0.0 0.0 0.534
H 1.859693 -2.904526 1.262677 0.0 0.0 0.0 0.518
H 0.973996 -3.727069 -1.153963 0.0 0.0 0.0 0.454
N -4.292393 0.480130 3.288151 0.1 0.1 0.3 0.017
C -5.342034 -0.318445 3.629350 0.0 0.0 -0.1 -0.729
C -4.847670 -1.559505 3.941060 0.0 0.0 0.1 -1.031
C -3.435018 -1.495517 3.795676 0.0 0.0 0.0 0.244
C -3.124413 -0.218975 3.394342 -0.1 0.0 -0.1 -0.628
H -4.381824 1.432619 2.967600 0.0 -0.1 -0.2 0.349
H -6.351140 0.058736 3.588666 0.0 0.0 -0.2 0.673
H -5.431258 -2.419039 4.228818 0.0 0.0 0.0 0.407
H -2.740023 -2.307147 3.940285 0.0 0.0 0.0 0.367
H -2.181296 0.241479 3.150743 0.0 0.0 0.0 0.406
N -0.054819 -2.563281 4.534366 0.0 0.2 0.0 0.075
C 0.697069 -3.044956 5.567215 0.0 -0.1 0.0 -0.632
C 1.244980 -4.235376 5.162541 0.0 0.0 -0.1 -0.396
C 0.810089 -4.470315 3.826985 0.1 0.0 0.1 -0.517
C 0.010653 -3.415595 3.471984 0.0 0.0 -0.1 -0.459
H -0.579646 -1.705357 4.546721 0.0 0.0 0.0 0.198
H 0.773128 -2.509460 6.497919 0.0 0.0 0.0 0.402
H 1.887082 -4.865918 5.755179 0.0 0.0 0.0 0.398
H 1.059426 -5.310698 3.200397 0.0 0.0 0.0 0.452
H -0.514647 -3.188145 2.559175 0.0 -0.1 0.0 0.497
N 5.650870 -5.582938 -2.006966 0.0 0.1 0.0 0.114
C 6.326779 -6.185011 -0.987469 0.0 0.0 0.0 -0.296
C 6.791671 -7.389897 -1.447570 0.0 -0.1 0.0 -0.806
C 6.373957 -7.515614 -2.803847 0.0 0.0 0.0 -0.516
C 5.673259 -6.379403 -3.116187 0.0 0.0 0.0 -0.509
H 5.199389 -4.685521 -1.940458 -0.1 0.0 0.1 0.258
H 6.418329 -5.710110 -0.025837 0.0 0.0 0.0 0.443
H 7.359268 -8.104822 -0.873352 0.0 0.0 0.0 0.503
H 6.564502 -8.341477 -3.469769 0.0 0.0 0.0 0.423
H 5.191022 -6.077052 -4.030079 0.0 0.0 0.0 0.412
N -8.589663 -1.164576 6.066491 0.0 -0.1 0.0 0.088
C -7.547398 -0.432613 6.558085 0.0 0.1 0.0 -0.244
C -7.817123 -0.153618 7.872261 0.0 0.0 0.0 -0.618
C -9.071291 -0.749444 8.183939 0.0 0.0 0.0 -0.392
C -9.522294 -1.365057 7.045970 0.0 0.0 0.0 -0.517
H -8.662546 -1.491167 5.120165 0.0 0.0 0.0 0.219
H -6.713232 -0.166925 5.931846 0.0 0.0 0.0 0.285
H -7.185695 0.413623 8.535699 0.0 0.0 0.0 0.387
H -9.584606 -0.724742 9.131167 0.0 0.0 0.0 0.384
H -10.423688 -1.920614 6.850890 0.0 0.0 0.0 0.381
N 9.862957 -7.201092 -2.675216 0.0 0.0 0.0 0.097
C 10.782657 -8.063641 -2.151430 0.0 0.0 0.0 -0.429
C 12.027970 -7.644653 -2.543616 0.0 0.0 0.0 -0.509
C 11.847880 -6.479437 -3.337612 0.0 0.0 0.0 -0.628
C 10.500051 -6.234643 -3.398181 0.0 0.0 0.0 -0.291
H 8.865162 -7.267159 -2.548830 0.0 0.1 0.0 0.275
H 10.477852 -8.899217 -1.544226 0.0 0.0 0.0 0.331
H 12.961549 -8.118703 -2.289455 0.0 0.0 0.0 0.379
H 12.617285 -5.889824 -3.807974 0.0 0.0 0.0 0.379
H 9.943968 -5.455525 -3.891308 0.0 0.0 0.0 0.361
N -3.394612 10.186724 -3.750733 0.0 0.0 0.0 0.066
C -3.909589 10.764177 -4.877980 0.0 0.0 0.0 -0.463
C -4.871638 11.657823 -4.488405 0.0 0.0 0.0 -0.449
C -4.937550 11.615423 -3.068391 0.0 0.0 0.0 -0.598
C -4.013746 10.697499 -2.644609 0.0 0.0 0.0 -0.279
H -2.671879 9.489745 -3.737948 0.0 0.0 0.0 0.266
H -3.550453 10.491757 -5.855754 0.0 0.0 0.0 0.331
H -5.464583 12.270701 -5.146874 0.0 0.0 0.0 0.384
H -5.591569 12.188378 -2.432413 0.0 0.0 0.0 0.380
H -3.749687 10.363150 -1.655998 0.0 0.0 0.0 0.355
N 5.388844 1.550172 2.844627 0.0 0.0 0.0 0.004
C 5.327176 2.698393 2.103231 0.0 0.0 0.0 -0.431
C 4.452513 2.483052 1.072040 0.0 0.0 0.0 -0.668
C 3.968627 1.151446 1.194422 0.0 0.0 0.0 -0.139
C 4.564676 0.603441 2.298545 0.0 0.0 0.0 -0.674
H 5.951709 1.421275 3.665004 0.0 0.0 0.0 0.178
H 5.903654 3.566716 2.372880 0.0 0.0 0.0 0.366
H 4.185163 3.200711 0.314342 0.0 0.0 0.0 0.391
H 3.262089 0.654214 0.550447 0.0 0.0 0.0 0.564
H 4.468417 -0.372171 2.744187 0.0 0.0 0.0 0.437